Molecular formula: C6H8
Method: DFT, ωB97M-V with the def2-TZVPD basis set

The value obtained for the LUMO energy is 1.087 eV. The electronic energy is -233.2501 hartree. As for the SMILES: C#CCC1CC1. The calculation puts the energy relative to the best compared isomer or geometry (same formula, charge and spin) at 359.47 kJ/mol. As for the spin multiplicity: 1. The HOMO energy is -9.4938 eV.

Element x y z (Å)
H (-2.047, 1.778, -0.080)
H (-1.278, 0.124, -1.843)
H (0.850, 0.588, -0.839)
C (-1.213, -0.209, -0.805)
C (1.683, -0.884, 0.450)
H (0.056, -0.491, 1.892)
H (2.864, -1.192, -1.449)
C (-0.082, 0.478, -0.083)
H (-1.450, -1.256, -0.661)
C (-1.568, 0.843, 0.192)
C (2.254, -0.955, -0.619)
H (-1.993, 0.434, 1.124)
C (0.693, -0.049, 1.126)
H (1.231, 0.791, 1.596)

Molecular formula: C6H8
Method: DFT, ωB97M-V with the def2-TZVPD basis set

The value obtained for the LUMO energy is 1.129 eV. The electronic energy is -233.3243 hartree. As for the SMILES: C#CC1(C)CC1. The calculation puts the energy relative to the best compared isomer or geometry (same formula, charge and spin) at 164.55 kJ/mol. As for the spin multiplicity: 1. The HOMO energy is -9.3318 eV.

Element x y z (Å)
C (-1.098, -2.311, 0.685)
C (-0.058, 0.233, -1.571)
H (1.423, -0.156, 1.628)
H (0.661, 1.000, -1.875)
H (-1.058, 0.585, -1.845)
H (-0.751, 1.128, 1.701)
H (2.023, 0.919, 0.276)
C (-0.617, -1.257, 0.356)
H (0.148, -0.681, -2.134)
C (-0.001, -0.015, -0.073)
C (1.170, 0.457, 0.768)
C (-0.131, 1.195, 0.814)
H (-1.534, -3.240, 0.980)
H (-0.178, 2.145, 0.289)

Molecular formula: C6H8
Method: DFT, ωB97M-V with the def2-TZVPD basis set

The value obtained for the LUMO energy is 1.061 eV. The electronic energy is -233.2449 hartree. As for the SMILES: C=CC=C.C#C. The calculation puts the energy relative to the best compared isomer or geometry (same formula, charge and spin) at 373.12 kJ/mol. As for the spin multiplicity: 1. The HOMO energy is -8.9463 eV.

Element x y z (Å)
H (0.921, 1.385, 0.598)
C (1.646, -0.869, 0.878)
C (0.597, -1.426, 1.063)
H (0.100, 0.335, -2.185)
C (-0.955, -0.325, -0.455)
H (-1.596, 1.391, 0.537)
H (-1.165, -1.340, -0.801)
C (1.013, 1.184, -0.468)
H (2.647, -0.515, 0.813)
H (1.824, 1.673, -0.990)
C (-1.849, 0.379, 0.232)
H (-0.122, -2.111, 1.423)
H (-2.851, 0.017, 0.419)
C (0.133, 0.415, -1.102)

Molecular formula: C6H8
Method: DFT, ωB97M-V with the def2-TZVPD basis set

The value obtained for the LUMO energy is 1.048 eV. The electronic energy is -233.2194 hartree. As for the SMILES: C1=CC1.C=C=C. The calculation puts the energy relative to the best compared isomer or geometry (same formula, charge and spin) at 440.10 kJ/mol. As for the spin multiplicity: 1. The HOMO energy is -9.2204 eV.

Element x y z (Å)
C (0.844, 0.199, 1.718)
C (1.502, 1.121, 1.030)
H (-2.800, 1.038, -2.490)
H (-0.032, -0.867, -0.449)
H (-0.184, -1.844, -1.924)
C (2.286, 0.385, 2.035)
H (2.581, 0.871, 3.003)
H (1.698, 1.864, 0.303)
H (2.946, -0.471, 1.722)
C (-2.823, 0.104, -1.866)
H (-3.767, -0.428, -1.656)
H (0.055, -0.452, 1.447)
C (-1.725, -0.475, -1.513)
C (-0.581, -1.044, -1.362)

Molecular formula: C6H8
Method: DFT, ωB97M-V with the def2-TZVPD basis set

The value obtained for the LUMO energy is -0.017 eV. The electronic energy is -233.2310 hartree. The calculation puts the energy relative to the best compared isomer or geometry (same formula, charge and spin) at 409.69 kJ/mol. As for the spin multiplicity: 1. The HOMO energy is -8.3193 eV.

Element x y z (Å)
H (1.635, 1.545, -0.993)
H (-0.861, 0.949, 1.871)
H (-1.356, -1.582, 0.198)
C (-0.350, 1.094, -1.719)
C (-0.625, 0.128, 1.194)
H (0.475, -1.349, -0.975)
H (-2.562, -0.700, 1.295)
H (1.507, 0.596, 1.197)
H (-1.128, 0.384, -1.381)
H (2.196, -0.826, -0.682)
C (0.776, 0.892, -0.873)
C (1.140, -0.591, -0.578)
C (-1.556, -0.769, 0.893)
C (0.710, 0.229, 0.554)

Molecular formula: C6H8
Method: DFT, ωB97M-V with the def2-TZVPD basis set

The value obtained for the LUMO energy is 1.018 eV. The electronic energy is -233.2388 hartree. The calculation puts the energy relative to the best compared isomer or geometry (same formula, charge and spin) at 389.24 kJ/mol. As for the spin multiplicity: 1. The HOMO energy is -8.4675 eV.

Element x y z (Å)
C (-0.067, -1.111, 0.170)
H (-0.146, -0.322, -1.987)
H (1.774, -0.042, -0.883)
C (1.263, 0.663, 0.027)
H (2.034, 1.427, 0.155)
C (-0.244, 0.925, -0.071)
H (-1.791, -0.099, 1.185)
C (-0.642, -0.254, -1.007)
C (-0.700, -0.013, 1.101)
H (-0.617, 1.947, -0.208)
C (1.429, -0.727, 0.275)
H (-1.729, -0.366, -1.122)
H (-0.246, 0.145, 2.089)
H (-0.319, -2.172, 0.275)

Number 1: gap between HOMO and LUMO 10.6 eV. Number 2: gap between HOMO and LUMO 10.5 eV. Number 3: gap between HOMO and LUMO 10.0 eV. Number 4: gap between HOMO and LUMO 10.3 eV. Number 5: gap between HOMO and LUMO 8.3 eV. Number 6: gap between HOMO and LUMO 9.5 eV.